{"formula": "C4H16NO2", "method": "the ωB97M-V functional and the def2-TZVPD basis", "elements": ["C", "C", "C", "C", "N", "H", "H", "H", "H", "H", "H", "H", "H", "H", "H", "H", "H", "H", "H", "O", "H", "H", "O"], "positions_angstrom": [[0.648, 0.116, -0.437], [-0.441, -0.787, -1.146], [-0.193, -0.713, -2.642], [-0.284, -2.257, -0.701], [0.008, 0.759, 0.726], [1.526, -0.444, -0.086], [1.081, 0.859, -1.112], [-1.385, -0.472, -0.687], [-0.620, 0.173, -3.066], [0.875, -0.820, -2.857], [-0.782, -1.491, -3.117], [0.415, -2.269, 0.165], [0.131, -2.947, -1.429], [-1.170, -2.547, -0.175], [-0.897, 1.181, 0.484], [-0.481, 0.125, 1.452], [0.532, 1.533, 1.156], [-1.404, -1.745, 2.336], [-2.037, -0.604, 3.042], [-1.207, -0.843, 2.612], [1.487, 3.765, 1.502], [1.743, 3.732, 0.046], [1.524, 3.123, 0.778]], "atomic_forces_ev_per_a": [[-0.14, -0.76, -0.54], [2.17, -0.37, 0.91], [-1.31, -0.11, 0.11], [1.21, 0.82, 2.01], [-2.02, 0.40, 1.36], [-0.46, -0.08, 0.07], [-0.54, 0.30, 0.22], [-0.27, 0.29, -1.11], [0.28, 0.91, -0.30], [-0.28, -0.02, -0.07], [0.31, -0.39, -0.20], [0.07, -0.16, -0.55], [-0.49, -0.02, -0.12], [-0.89, -0.91, -0.55], [0.48, 0.52, -0.92], [1.65, -0.14, -0.32], [0.34, -0.27, -0.16], [0.35, -0.30, -0.12], [0.08, 0.36, 0.22], [-0.55, -0.15, -0.05], [0.01, -0.33, 0.23], [-0.10, -0.71, 0.07], [0.10, 1.12, -0.18]], "orbital_gap_ev": 12.06, "de_lowest_kcal_mol": 25.3, "charge": 1}